[1]
C6H6CuLiO2 | ωB97M-V with the def2-TZVPD basis set

E_HOMO	-17.134	eV
LUMO energy	-8.870	eV
Kohn-Sham gap	8.26	eV
total charge	+2

```
16
Properties=species:S:1:pos:R:3:forces:R:3:mulliken_charge:R:1
C 0.403 2.161 0.677 -0.150 -0.397 -0.025 -0.843
C 0.715 0.892 0.954 -0.661 0.357 0.265 -0.580
C 1.146 -0.184 -0.012 -0.180 -1.637 -0.108 0.718
H 0.153 2.848 1.487 0.106 -0.146 -0.250 0.367
H 0.369 2.561 -0.341 0.193 -0.032 0.313 0.230
H 0.659 0.516 1.979 0.346 0.093 -0.194 0.540
H 2.213 -0.424 0.144 -0.096 0.077 -0.096 0.377
C 1.049 0.155 -1.395 0.542 0.666 -0.591 0.204
O 1.037 0.436 -2.486 -0.302 -0.470 0.900 -0.076
O -1.782 -0.547 -0.205 -1.758 1.220 -0.530 -0.979
C -1.000 -1.554 -0.027 2.772 -4.689 0.265 0.293
C 0.342 -1.616 0.047 0.810 3.225 -0.838 -0.667
Li -2.265 0.491 1.273 0.117 -0.001 -0.050 0.877
Cu -2.779 -0.539 -2.038 0.233 -0.143 0.690 0.729
H 0.928 -2.504 -0.175 -0.152 0.108 0.677 0.432
H -1.188 -2.692 0.120 -1.820 1.769 -0.430 0.378
```
Forces are in eV/Å.

=====

[2]
C6H6CuN4O4S | ωB97M-V with the def2-TZVPD basis set

E_HOMO (spin up / spin down)	-8.695 / -8.619	eV
<S²>	0.7534
spin multiplicity	2
LUMO energy (spin up / spin down)	-0.673 / -0.920	eV
Kohn-Sham gap (spin up / spin down)	8.02 / 7.70	eV

```
22
Properties=species:S:1:pos:R:3:forces:R:3:mulliken_spin:R:1
Cu 0.022 0.175 -0.013 -0.204 -1.527 0.109 0.605
O -0.755 3.515 -0.123 -0.122 -0.024 0.012 0.006
S 0.347 2.603 -0.187 0.049 0.349 -0.026 -0.017
O 1.647 3.178 -0.357 0.107 -0.060 -0.010 0.006
O 0.327 1.624 1.025 0.221 1.108 0.655 0.208
O 0.087 1.493 -1.249 0.068 1.030 -0.804 0.208
N -2.005 -3.323 0.404 0.266 0.057 -0.029 0.003
C -3.210 -2.672 0.495 -0.137 0.155 0.005 -0.002
C -2.927 -1.342 0.388 -0.087 0.046 0.006 0.000
N -1.581 -1.177 0.235 0.580 -0.524 -0.029 -0.007
C -1.043 -2.382 0.247 -0.697 -0.083 0.076 -0.001
C 0.383 -2.581 0.108 0.649 -0.269 -0.056 -0.001
N 1.216 -1.568 -0.039 -0.696 -0.344 0.096 -0.007
C 2.470 -2.098 -0.141 0.097 0.021 -0.013 0.000
C 2.396 -3.456 -0.055 0.170 0.111 -0.024 -0.002
N 1.065 -3.752 0.103 -0.240 0.126 0.019 0.003
H -1.876 -4.317 0.447 -0.036 -0.043 0.006 0.000
H -4.137 -3.201 0.624 0.017 0.016 -0.003 0.000
H -3.588 -0.494 0.410 -0.039 -0.055 0.007 0.000
H 3.329 -1.462 -0.268 0.023 -0.063 0.001 0.000
H 3.151 -4.221 -0.091 -0.012 0.020 0.000 0.000
H 0.681 -4.675 0.197 0.024 -0.050 0.001 0.000
```
Forces are in eV/Å.